# 1
# C23H18MnN6O2

A molecular structure, C23H18MnN6O2 (ωB97M-V/def2-TZVPD, the OMol25 dataset).

Geometry as ORCA input:
```
! RIJCOSX wB97M-V def2-TZVPD def2/J DEFGRID3
* xyz 2 4
Mn 0.08372 0.45716 -0.79970
C 3.43325 3.93321 1.41318
C 2.15647 3.55626 1.83059
C 1.62379 2.36278 1.40203
C 2.38226 1.50599 0.58620
C 3.65650 1.90218 0.14770
C 4.16960 3.11331 0.56377
N 1.78400 0.31676 0.18397
C 2.41744 -0.87334 -0.00426
C 3.73659 -1.21111 0.36163
C 4.18313 -2.49102 0.12493
C 3.35232 -3.47561 -0.43389
C 2.02770 -3.19809 -0.73353
C 1.58099 -1.91134 -0.51963
N 0.26745 -1.45280 -0.64081
N -0.70477 -2.22745 -0.55708
C -1.90354 -1.49657 -0.39916
C -3.09893 -2.16147 -0.32067
C -4.24966 -1.41237 -0.06567
C -4.14401 -0.04599 0.09636
C -2.89204 0.55209 -0.00775
N -1.79127 -0.15612 -0.23997
H 3.84625 4.87988 1.73569
H 1.58996 4.19838 2.49103
H 0.64268 2.04433 1.73186
H 4.20003 1.30049 -0.56621
H 5.14186 3.43167 0.21185
H 4.37656 -0.49803 0.85484
H 5.19819 -2.75141 0.39459
H 3.74205 -4.47024 -0.60092
H 1.35655 -3.95198 -1.12302
H -3.11731 -3.23513 -0.45147
H -5.21277 -1.90073 0.00965
H -5.01246 0.56473 0.29974
H -2.76777 1.62192 0.09400
O 1.12005 0.63053 -2.31794
N 1.23818 1.83258 -2.83209
N 0.50982 2.65480 -2.23994
O -0.26498 2.23540 -1.25035
C 0.46416 4.05415 -2.60838
C 1.37252 4.54312 -3.53606
C 1.30053 5.88249 -3.87236
C 0.34327 6.70429 -3.28919
C -0.55007 6.19037 -2.36282
C -0.49631 4.85093 -2.01137
H 2.11309 3.89307 -3.98213
H 1.99636 6.28560 -4.59543
H 0.29613 7.75074 -3.56039
H -1.29624 6.83089 -1.91308
H -1.18554 4.43126 -1.29487
*
```

Computed properties:
* expectation value of S²: 3.86
* LUMO energy (alpha / beta): -8.1 / -9.0 eV
* orbital gap (alpha / beta): 6.3782 / 5.6937 eV

# 2
# C23H19BCrN3O2

A molecular structure, C23H19BCrN3O2 (ωB97M-V/def2-TZVPD, the OMol25 dataset).

Geometry as ORCA input:
```
! RIJCOSX wB97M-V def2-TZVPD def2/J DEFGRID3
* xyz 1 5
Cr 0.73920 1.01874 -0.39478
C -0.65282 3.66542 1.03430
C -1.45996 3.18819 -0.12699
C -2.66836 3.77813 -0.48282
C -3.37952 3.29070 -1.55595
C -2.87920 2.21392 -2.27612
C -1.67907 1.67174 -1.88209
N -0.98638 2.14423 -0.82571
C -1.04883 0.50031 -2.57299
C -1.66402 -0.30468 -3.51239
C -0.96723 -1.40274 -3.99147
C 0.29816 -1.69448 -3.50637
C 0.85117 -0.84724 -2.56620
N 0.19140 0.23809 -2.15411
C 2.15826 -1.05624 -1.86258
C 3.07099 -2.00931 -2.24998
C 4.24052 -2.13244 -1.51191
C 4.45074 -1.31153 -0.42716
C 3.49087 -0.36534 -0.07841
C 3.64879 0.53862 1.09843
N 2.36311 -0.25434 -0.79890
H -1.14462 4.48870 1.54819
H 0.32611 4.01924 0.70556
H -0.49399 2.85213 1.74603
H -3.03409 4.61576 0.09554
H -4.32102 3.74313 -1.84153
H -3.41180 1.81650 -3.12849
H -2.66972 -0.10229 -3.85286
H -1.42576 -2.05187 -4.72592
H 0.82271 -2.57745 -3.84227
H 2.88350 -2.63702 -3.10913
H 4.98069 -2.87194 -1.79313
H 5.35195 -1.39031 0.16544
H 4.58061 0.34759 1.62624
H 2.81638 0.39926 1.79242
H 3.65661 1.58335 0.78302
O 0.23092 -0.00523 2.73283
B -0.03368 -0.03813 1.34160
O -1.01568 -1.04670 1.10139
C -1.31585 -1.59195 2.33678
C -2.20704 -2.59659 2.62321
C -2.32307 -2.95960 3.96844
C -1.56920 -2.32765 4.95427
C -0.66883 -1.30751 4.63540
C -0.57291 -0.97002 3.30768
H -2.78757 -3.07844 1.84767
H -3.01208 -3.74544 4.24941
H -1.68316 -2.63106 5.98675
H -0.07723 -0.80622 5.38968
*
```

Computed properties:
* expectation value of S²: 6.03
* LUMO energy (alpha / beta): -3.6 / -3.8 eV
* orbital gap (alpha / beta): 6.4907 / 6.7362 eV

# 3
# C23H19BrIrN4OS

A molecular structure, C23H19BrIrN4OS (ωB97M-V/def2-TZVPD, the OMol25 dataset).

Geometry as ORCA input:
```
! RIJCOSX wB97M-V def2-TZVPD def2/J DEFGRID3
* xyz 1 1
Ir -0.24903 0.29974 0.47750
N -0.33178 3.77877 -2.24081
C -0.26889 2.59991 -1.60111
S -1.25564 2.38737 -0.16479
N 0.47179 1.63022 -2.05559
N 0.55001 0.51447 -1.39071
C 0.92351 -0.67566 -1.93805
C 0.91108 -0.85027 -3.38800
C 0.20459 -1.92268 -3.94812
C 0.08568 -2.03308 -5.31932
C 0.67615 -1.09276 -6.15144
C 1.41572 -0.05415 -5.60478
C 1.52191 0.07813 -4.23430
C 1.10997 -1.73245 -1.02286
C 1.70104 -2.97161 -1.36198
C 1.86822 -3.93401 -0.40568
C 1.46396 -3.67056 0.91339
C 0.89771 -2.45035 1.19725
N 0.70284 -1.51323 0.27251
H -0.90048 4.52445 -1.87813
H 0.21315 3.92220 -3.07297
H -0.28248 -2.63819 -3.30002
H -0.48595 -2.84469 -5.74359
H 0.55600 -1.16852 -7.22091
H 1.90985 0.65587 -6.25080
H 2.09989 0.88198 -3.80491
H 2.02037 -3.12450 -2.37942
H 2.30684 -4.88665 -0.65572
H 1.60673 -4.39613 1.69393
H 0.57632 -2.20370 2.20023
Br 1.80953 1.87247 1.66189
C 0.64570 2.18359 3.17476
C 0.99597 3.16177 4.06681
C 0.20042 3.38505 5.19831
C -0.87801 2.57786 5.44580
C -1.22686 1.54271 4.55616
C -2.26091 0.63292 4.86204
C -2.54834 -0.40748 4.02132
C -1.90169 -0.49934 2.78241
C -0.90498 0.38145 2.41074
C -0.49105 1.36824 3.34424
H 1.88366 3.74747 3.90101
H 0.46503 4.18066 5.87652
H -1.46720 2.69967 6.34258
H -2.79660 0.75438 5.79007
H -3.29098 -1.14318 4.28560
H -2.18673 -1.30983 2.12613
O -2.32377 -0.85262 -0.50496
H -2.95576 -1.07983 0.18377
H -2.78649 -0.30582 -1.14597
*
```

Computed properties:
* LUMO energy (alpha / beta): -4.7 / -4.6 eV
* orbital gap (alpha / beta): 5.7332 / 5.7764 eV

# 4
# C23H19BrN8O3Y

A molecular structure, C23H19BrN8O3Y (ωB97M-V/def2-TZVPD, the OMol25 dataset).

Geometry as ORCA input:
```
! RIJCOSX wB97M-V def2-TZVPD def2/J DEFGRID3
* xyz 1 1
Y 0.18186 0.12078 -0.31777
O -1.84638 4.21896 0.55044
C -0.97601 4.62823 1.50310
C -1.12623 5.91222 2.01858
C -0.26482 6.37324 2.99627
C 0.76666 5.57204 3.47240
C 0.91702 4.29871 2.95666
C 0.05158 3.80879 1.98156
C 0.20394 2.38463 1.52252
O -0.14984 2.13955 0.18994
N -0.67387 1.53988 2.35279
N -0.73103 0.24380 1.98227
C -1.27216 -0.63424 2.74099
C -1.48107 -2.00421 2.32174
Br -1.24167 -2.37897 0.44758
C -1.90703 -3.00932 3.09110
C -2.08461 -2.94707 4.54553
C -3.19404 -3.58013 5.10960
C -3.40146 -3.53364 6.47712
C -2.49204 -2.87854 7.29706
C -1.37027 -2.27538 6.74782
C -1.16499 -2.30696 5.37745
H -1.49016 3.39837 0.16802
H -1.92400 6.53137 1.63144
H -0.39407 7.37494 3.38433
H 1.44737 5.94158 4.22614
H 1.72605 3.66454 3.30471
H 1.25558 2.07596 1.67076
H -0.76120 1.75390 3.33915
H -1.64780 -0.37701 3.72869
H -2.15355 -3.95208 2.61433
H -3.90009 -4.10078 4.47472
H -4.26917 -4.01615 6.90563
H -2.65073 -2.85273 8.36655
H -0.64605 -1.79108 7.38869
H -0.26401 -1.87226 4.96222
O 2.12178 -0.74232 0.05036
N 2.52553 0.39965 -0.50163
C 3.78621 0.61348 -0.61841
C 4.75940 -0.34253 -0.17502
N 5.53071 -1.11465 0.17811
C 4.20807 1.83955 -1.22954
N 4.54965 2.81583 -1.72557
N 1.38195 -1.90095 -5.50592
C 0.68460 -0.98625 -4.80915
C 0.61318 -1.01693 -3.39929
N -0.09067 -0.10207 -2.74539
C -0.72329 0.85905 -3.43364
C -0.63839 0.86880 -4.81652
N 0.04791 -0.03424 -5.49438
H 1.91733 -2.61979 -5.05564
H 1.42830 -1.81353 -6.50666
H 1.13159 -1.77368 -2.82097
H -1.27773 1.60792 -2.88435
H -1.14148 1.63629 -5.39134
*
```

Computed properties:
* LUMO energy: -3.6 eV
* orbital gap: 6.9914 eV

# 5
# C23H19FeIN8OS

A molecular structure, C23H19FeIN8OS (ωB97M-V/def2-TZVPD, the OMol25 dataset).

Geometry as ORCA input:
```
! RIJCOSX wB97M-V def2-TZVPD def2/J DEFGRID3
* xyz 2 5
Fe 0.02009 -0.02328 -0.01394
S -7.54302 0.31063 0.16337
N -6.49076 0.89993 -0.90210
C -5.28404 0.58074 -0.46131
C -4.03552 0.91899 -1.11561
C -3.95521 1.64076 -2.30977
C -2.71595 1.89886 -2.85178
C -1.58448 1.42550 -2.19658
N -1.64390 0.73557 -1.06044
C -2.85375 0.48870 -0.51302
C -2.87184 -0.26034 0.75270
N -1.67585 -0.60560 1.26818
C -1.65078 -1.30307 2.39798
C -2.80260 -1.68262 3.08062
C -4.02928 -1.32226 2.56757
C -4.07633 -0.59510 1.37603
C -5.30466 -0.15897 0.74286
N -6.52683 -0.38677 1.19793
H -4.86387 1.98555 -2.78604
H -2.60886 2.45558 -3.77137
H -0.59595 1.59972 -2.60405
H -0.67282 -1.58047 2.77578
H -2.72402 -2.25013 3.99680
H -4.95185 -1.59021 3.06593
C 3.97156 0.25473 -2.05535
C 2.97840 -0.37983 -1.13509
O 1.83784 0.09682 -0.98217
N 3.33488 -1.49209 -0.48846
C 2.41326 -2.20057 0.39170
C 1.27911 -2.86271 -0.35562
C 1.41379 -4.13882 -0.87377
C 0.36654 -4.69334 -1.59307
C -0.79070 -3.95182 -1.76826
C -0.85232 -2.68863 -1.21286
N 0.15545 -2.14666 -0.51868
H 3.72646 1.30482 -2.18420
H 3.91097 -0.23638 -3.02851
H 4.98962 0.15459 -1.68331
H 4.25668 -1.86710 -0.64548
H 2.01510 -1.49138 1.12395
H 2.98658 -2.94091 0.94499
H 2.32681 -4.69520 -0.70896
H 0.45130 -5.68930 -2.00641
H -1.63236 -4.34327 -2.32104
H -1.74358 -2.08204 -1.31897
I 2.47568 5.40669 1.46809
C 1.51274 3.60756 1.68778
C 1.00302 3.05619 2.84599
N 0.46774 1.87145 2.51633
N 0.59143 1.61127 1.20324
C 1.23000 2.66706 0.69509
H 0.98382 3.42097 3.85945
H -0.02789 1.23353 3.11615
H 1.47635 2.70854 -0.35336
*
```

Computed properties:
* expectation value of S²: 6.01
* LUMO energy (alpha / beta): -5.9 / -6.2 eV
* orbital gap (alpha / beta): 7.8062 / 7.5638 eV

# 6
# C23H19LiO4S2

A molecular structure, C23H19LiO4S2 (ωB97M-V/def2-TZVPD, the OMol25 dataset).

Geometry as ORCA input:
```
! RIJCOSX wB97M-V def2-TZVPD def2/J DEFGRID3
* xyz 0 1
C -4.77131 1.73029 -0.03563
C -4.39091 0.38926 0.02480
C -3.09291 0.04625 0.39474
C -2.17464 1.05061 0.68255
S -0.50568 0.61950 1.15879
C 0.67350 0.71860 -0.18302
C 1.99124 0.87686 0.11836
S 0.08690 0.13786 -1.76872
C -0.51048 1.56117 -2.70882
C -1.87951 1.78078 -2.86706
C -2.33345 2.93789 -3.50800
C -1.41841 3.83626 -4.06415
C -0.04621 3.57945 -3.96207
C 0.40772 2.43980 -3.29127
O 1.23953 -0.39701 -2.46099
O -1.06937 -0.69818 -1.52846
O -0.04834 1.44697 2.25592
O -0.63505 -0.83629 1.41887
C -2.55901 2.39428 0.68508
C -3.85509 2.73185 0.29547
H -5.78450 1.99567 -0.33768
H -5.09212 -0.40801 -0.21597
H -2.79451 -0.99774 0.45686
H 2.70583 0.80842 -0.70229
H 2.25029 1.48645 0.98542
H -2.59190 1.05794 -2.47574
H -3.40686 3.12936 -3.57456
H -1.77235 4.73244 -4.57970
H 0.67552 4.26903 -4.40544
H 1.47197 2.22707 -3.21351
H -1.83457 3.15372 0.97836
H -4.14295 3.78214 0.26024
C 4.53373 -2.12155 2.75751
Li -0.43233 -2.40009 2.24578
C 3.99828 -0.86089 2.37662
C 2.72914 -1.06034 1.76405
C 2.47750 -2.48029 1.75451
C 3.57701 -3.14008 2.42559
C 3.51644 -4.51595 2.69026
C 2.38414 -5.24008 2.29772
C 1.33346 -4.61928 1.60151
C 1.38902 -3.24589 1.28600
H 5.47751 -2.32892 3.23827
H 4.48452 0.09813 2.53641
H 1.91467 -0.36666 1.60320
H 4.35334 -5.00239 3.19687
H 2.32787 -6.30862 2.52120
H 0.48009 -5.22063 1.27048
H 0.66324 -2.76920 0.60162
*
```

Computed properties:
* LUMO energy: -0.5 eV
* orbital gap: 5.2883 eV

# 7
# C23H19N5O

C23H19N5O in the gas phase (ωB97M-V/def2-TZVPD, the OMol25 dataset).

Geometry as ORCA input:
```
! RIJCOSX wB97M-V def2-TZVPD def2/J DEFGRID3
* xyz 0 1
C -0.83029 0.64453 4.52639
N 0.12739 1.23074 3.54404
C 1.22993 2.08486 3.81004
C 1.72505 2.58218 5.04542
C 2.86601 3.43242 4.99807
C 3.48071 3.76956 3.77979
C 2.92076 3.28079 2.56923
C 1.82114 2.44328 2.61740
C 1.12868 1.74670 1.57778
C 1.37407 1.69636 0.22934
C 0.50134 0.91342 -0.52888
C 0.67400 0.90587 -2.04210
C 1.48396 -0.33845 -2.46490
O 0.71704 -1.55328 -2.52422
C -0.15043 -1.72120 -3.54846
N 0.14911 -1.25923 -4.77210
C -0.80488 -1.33163 -5.72924
C -2.02600 -1.89650 -5.47651
C -2.37673 -2.40835 -4.26942
C -1.44503 -2.31090 -3.24373
C -1.84280 -2.71079 -1.87016
C -1.03330 -3.43520 -1.03274
N -1.37474 -3.69521 0.21453
C -2.57090 -3.26846 0.65061
N -3.45047 -2.60391 -0.11836
C -3.06962 -2.33086 -1.35418
C -0.53901 0.19572 0.11069
N -0.77821 0.28648 1.43150
C 0.10542 1.01077 2.16121
H -1.82128 0.62931 4.08831
H -0.84626 1.26591 5.43343
H -0.50154 -0.40184 4.78120
H 1.27111 2.24958 5.97403
H 3.33321 3.80512 5.90785
H 4.37315 4.38914 3.67009
H 3.35033 3.48892 1.58821
H 2.17444 2.23765 -0.24532
H 1.19826 1.79220 -2.36085
H -0.28518 0.96888 -2.55090
H 2.31119 -0.53074 -1.77506
H 1.94481 -0.10802 -3.42642
H -0.58414 -0.89540 -6.71535
H -2.73291 -1.90416 -6.29932
H -3.27769 -2.92112 -4.06298
H -0.07686 -3.74902 -1.44858
H -2.85160 -3.44289 1.67581
H -3.75811 -1.81714 -2.00195
H -1.23313 -0.41612 -0.52323
*
```

Computed properties:
* SMILES string: Cn1c2ccccc2c2cc(CCOc3ncccc3-c3cncnc3)cnc21
* LUMO energy: 0.4 eV
* orbital gap: 8.2679 eV

# 8
# C23H19N5O2OsS

A molecular structure, C23H19N5O2OsS (ωB97M-V/def2-TZVPD, the OMol25 dataset).

Geometry as ORCA input:
```
! RIJCOSX wB97M-V def2-TZVPD def2/J DEFGRID3
* xyz 2 5
Os 0.42925 0.48344 -0.04612
C 1.49054 3.25889 -0.10826
N 0.41172 2.50384 0.54807
C -0.99643 3.08727 0.51488
C -1.86761 2.14952 -0.24753
N -1.48372 1.02585 -0.78062
C -2.62019 0.41065 -1.31689
C -2.81909 -0.82936 -1.86451
C -4.11265 -1.27075 -2.13495
C -5.22605 -0.38096 -1.91675
C -5.02096 0.88548 -1.40295
C -3.72857 1.28969 -1.09965
N -3.18883 2.34356 -0.40310
C 2.66388 2.30472 -0.16941
N 2.52838 1.02287 -0.09747
C 3.82777 0.49418 -0.24271
C 4.13090 -0.83971 -0.45528
C 5.41638 -1.16938 -0.75686
C 6.32851 -0.09526 -1.03345
C 6.07131 1.24085 -0.86893
C 4.73235 1.52863 -0.39950
N 3.95137 2.66539 -0.22211
H 1.72061 4.14822 0.50620
H 1.21743 3.58891 -1.11242
H 0.62140 2.33438 1.51376
H -1.04352 4.16092 0.16426
H -1.42747 3.11149 1.49291
H -2.05137 -1.52758 -2.02372
H -4.30693 -2.15982 -2.65717
H -6.19387 -0.67967 -2.24193
H -5.77624 1.65562 -1.27131
H -3.73840 3.09553 -0.03884
H 3.35114 -1.61615 -0.39766
H 5.72609 -2.18011 -0.95239
H 7.28146 -0.38844 -1.37991
H 6.74488 2.05544 -1.03339
H 4.32303 3.61061 -0.23462
O -2.61640 -0.00454 1.85473
C -1.57848 -0.59056 1.78460
O -0.34503 0.02374 1.78163
C -1.39264 -2.06905 1.78096
C -1.94295 -2.84072 2.75438
C -1.84391 -4.25690 2.70679
C -1.14184 -4.93305 1.69404
C -0.53044 -4.13265 0.80243
C -0.51413 -2.67544 0.85072
S 0.47419 -1.89443 -0.26124
H -2.53929 -2.45772 3.50446
H -2.29607 -4.91505 3.41344
H -1.01151 -5.96540 1.58615
H -0.08800 -4.60701 -0.08273
*
```

Computed properties:
* expectation value of S²: 6.04
* LUMO energy (alpha / beta): -5.9 / -8.6 eV
* orbital gap (alpha / beta): 8.2295 / 5.7366 eV

# 9
# C23H20AuIN5O

A molecular structure, C23H20AuIN5O (ωB97M-V/def2-TZVPD, the OMol25 dataset).

Geometry as ORCA input:
```
! RIJCOSX wB97M-V def2-TZVPD def2/J DEFGRID3
* xyz 1 1
Au -0.08800 -0.10880 -0.51350
C -1.13900 -0.01970 3.91760
C -1.10040 0.05880 2.42300
N 0.02470 0.16100 1.80220
N 1.22590 0.17120 2.23830
C 2.25210 0.21150 1.37930
O 2.07150 0.34830 0.14100
C 3.61480 0.11120 1.91150
C 3.90920 0.08900 3.27730
C 5.22280 -0.01720 3.69290
C 6.24510 -0.10470 2.75790
C 5.96350 -0.06010 1.40060
C 4.65530 0.04740 0.97830
C -2.31630 0.02260 1.63570
C -3.59040 -0.10250 2.21020
C -4.70950 -0.10450 1.40100
C -4.55300 0.00740 0.02250
C -3.26900 0.10570 -0.47830
N -2.19600 0.11940 0.29670
H -0.12380 0.00320 4.30600
H -1.61880 -0.94160 4.23750
H -1.69520 0.82460 4.32070
H 3.10670 0.15900 3.99540
H 5.46630 -0.02780 4.74500
H 7.26560 -0.21310 3.09170
H 6.76620 -0.10470 0.68170
H 4.40630 0.07720 -0.07190
H -3.70570 -0.19340 3.27800
H -5.69360 -0.18580 1.83770
H -5.40440 0.02220 -0.63820
H -3.07880 0.19870 -1.53730
I -1.39550 5.93530 0.76520
C -0.44280 4.23840 0.00730
C 0.89140 4.07480 -0.31830
N 1.02730 2.81030 -0.73610
N -0.12640 2.14880 -0.69380
C -1.03680 2.99950 -0.24570
H 1.70420 4.77110 -0.28720
H 1.86810 2.31200 -0.99720
H -2.06470 2.72360 -0.12570
C -0.05510 -4.90560 -0.02900
C -1.18910 -4.25460 -0.47760
C -1.16000 -2.88490 -0.70320
C 0.00420 -2.17240 -0.48340
C 1.14750 -2.82380 -0.06120
C 1.11410 -4.19430 0.17050
H -0.08970 -5.96730 0.16200
H -2.11060 -4.79360 -0.64230
H -2.05710 -2.39620 -1.05470
H 2.07780 -2.29440 0.08900
H 2.01360 -4.67990 0.51880
*
```

Computed properties:
* LUMO energy (alpha / beta): -5.4 / -5.4 eV
* orbital gap (alpha / beta): 5.5513 / 5.5347 eV

Which formula does entry 3 have?
C23H19BrIrN4OS